Entry 1:
The following is a DFT calculation (the ωB97M-V functional and the def2-TZVPD basis) of C3H6LiO4Pr as an isolated structure at a distorted geometry.

The geometry in XYZ format:
```
15
Properties=species:S:1:pos:R:3:forces:R:3:mulliken_charge:R:1
O 1.151 -1.327 -2.411 0.147 -0.016 0.292 -0.27
C 1.364 -0.551 -1.394 1.396 0.501 -1.738 0.86
O 0.572 -0.378 -0.468 -2.047 0.188 1.858 -0.56
O 2.481 0.096 -1.506 -0.093 -0.265 -0.754 -0.28
C 2.597 1.365 -0.845 0.000 0.237 1.154 -0.62
H 3.568 1.812 -1.087 -0.320 -0.488 -0.002 0.24
H 1.797 2.044 -1.162 0.140 -0.223 -0.076 0.30
H 2.512 1.150 0.230 0.249 0.494 -0.240 0.27
C -0.107 -2.010 -2.502 -0.218 -0.342 0.114 -0.57
H -0.052 -2.598 -3.421 -0.070 0.145 0.261 0.24
H -0.238 -2.668 -1.634 0.043 0.009 -0.248 0.27
O -2.370 0.497 2.901 2.952 -1.878 -5.436 -0.93
Pr -1.343 -0.177 1.028 -2.108 1.596 4.501 1.87
Li -3.273 1.165 4.172 -0.236 0.151 0.434 0.89
H -0.923 -1.281 -2.563 0.163 -0.109 -0.119 0.27
```
Positions in Å, forces in eV/Å.

Computed properties:
- 2S+1 = 3
- <S²> = 2.013
- gap between HOMO and LUMO (alpha / beta) (eV) = 7.45 / 8.60
- total energy (eV) = -25656.438
- net charge = +2
- M (Da) = 253.93

=====

Entry 2:
The following is a DFT calculation (the ωB97M-V functional and the def2-TZVPD basis) of C51H45CaNO3P2SSe2Te2 as an isolated structure at a distorted geometry.

The geometry in XYZ format:
```
108
Properties=species:S:1:pos:R:3:forces:R:3:mulliken_charge:R:1
Ca 15.376 11.781 10.498 0.570 1.314 -0.187 2.10
O 18.309 12.084 13.507 0.462 0.076 -0.119 0.86
C 18.021 12.756 14.695 0.577 -0.518 0.863 0.11
C 18.976 13.523 15.403 0.690 -0.585 -0.551 -0.55
C 18.805 13.716 16.783 -0.058 0.278 -0.316 -0.51
C 17.645 13.270 17.404 -0.608 -0.274 -0.382 -0.80
C 16.634 12.677 16.650 -0.671 0.345 -0.075 -0.34
C 16.771 12.460 15.281 2.006 -0.007 0.431 -0.62
P 15.542 11.683 14.281 -1.111 -0.039 -1.860 1.42
C 14.030 12.396 15.024 -0.434 -0.421 0.411 -0.06
C 13.630 13.687 14.648 1.567 -0.158 -0.530 -0.37
C 12.472 14.246 15.115 -1.030 -0.489 -0.122 -0.67
C 11.571 13.481 15.875 0.610 0.015 -0.156 -0.55
C 11.966 12.227 16.283 0.075 -0.957 0.902 -0.69
C 13.219 11.700 15.903 -0.887 -0.411 0.124 0.06
C 15.571 9.908 14.707 0.109 -0.407 0.490 0.42
C 16.772 9.298 15.106 -0.432 -0.735 -0.039 -0.51
C 16.780 7.933 15.445 -1.303 0.456 -0.324 -0.54
C 15.572 7.193 15.475 0.581 1.698 -0.096 -0.65
C 14.364 7.829 15.132 0.389 -0.484 -0.453 -0.78
C 14.397 9.128 14.618 0.687 0.118 0.433 -0.75
C 19.597 11.553 13.292 0.383 1.365 -1.318 -0.13
C 20.297 10.886 14.285 -0.292 -0.105 0.001 -0.14
C 21.663 10.633 14.101 -0.077 0.103 -0.619 -0.80
C 22.305 11.075 12.950 -0.309 0.119 -0.608 -0.87
C 21.567 11.604 11.871 0.388 -0.310 0.954 0.05
C 20.209 11.826 11.999 -0.437 0.006 1.928 -0.79
P 19.228 12.505 10.647 -1.900 0.161 -0.521 1.07
C 19.897 11.634 9.206 0.606 -1.056 -1.289 0.18
C 19.543 10.266 8.985 -0.099 1.462 0.914 -0.56
C 20.025 9.587 7.887 -0.653 -0.666 0.518 -0.33
C 20.760 10.236 6.918 0.341 0.751 -0.226 -0.56
C 21.190 11.563 7.110 -0.981 -1.144 0.295 -0.81
C 20.734 12.237 8.241 0.708 0.144 0.778 -0.05
C 19.744 14.243 10.399 0.561 -0.269 0.388 0.29
C 19.350 14.913 9.240 0.197 -0.131 0.263 -0.40
C 19.740 16.222 9.051 -0.006 0.014 0.236 -0.71
C 20.503 16.878 10.009 0.308 0.368 0.095 -0.46
C 20.963 16.208 11.127 -0.251 -0.691 0.374 -0.66
C 20.547 14.887 11.340 -0.008 -0.152 -0.137 -0.25
H 19.923 13.813 14.877 -1.006 -0.332 0.670 0.37
H 19.560 14.207 17.413 -0.237 -0.153 -0.617 0.39
H 17.473 13.400 18.457 0.180 0.077 0.279 0.44
H 15.656 12.384 17.075 0.768 0.280 0.085 0.36
H 14.311 14.215 13.962 -0.573 0.068 0.224 0.09
H 12.181 15.210 14.758 -0.069 0.553 -0.043 0.46
H 10.579 13.814 16.132 0.001 0.354 0.054 0.43
H 11.308 11.637 16.967 0.604 0.464 -0.766 0.34
H 13.481 10.682 16.210 -0.087 0.530 0.084 0.56
H 17.714 9.848 15.108 -0.367 -0.013 0.126 0.06
H 17.713 7.485 15.726 0.274 -0.321 0.061 0.51
H 15.604 6.169 15.773 -0.150 -0.511 0.256 0.48
H 13.417 7.273 15.235 0.530 0.364 -0.319 0.38
H 13.531 9.604 14.182 -0.328 -0.121 0.237 0.97
H 19.748 10.605 15.190 0.476 0.160 -0.179 0.39
H 22.264 10.068 14.799 -0.215 0.158 0.415 0.43
H 23.384 11.013 12.866 -0.083 -0.246 -0.015 0.41
H 22.061 11.888 10.946 -0.013 -0.114 0.095 0.54
H 18.837 9.776 9.674 0.503 0.285 -0.281 0.28
H 19.756 8.521 7.838 0.134 0.538 -0.489 0.32
H 20.929 9.733 5.982 0.491 -0.179 -0.147 0.38
H 21.852 12.020 6.389 -0.105 0.182 0.004 0.43
H 21.156 13.229 8.448 -0.455 -0.293 -0.177 0.35
H 18.780 14.400 8.483 -0.246 -0.049 -0.103 0.45
H 19.463 16.727 8.147 -0.216 0.255 -0.252 0.44
H 20.747 17.931 9.902 0.076 -0.153 -0.222 0.37
H 21.653 16.671 11.829 -0.283 0.085 -0.050 0.40
H 20.831 14.302 12.219 0.180 0.486 -0.205 0.15
Se 16.165 11.247 7.658 -0.406 -0.459 0.768 -0.70
Te 15.755 13.674 7.416 -0.253 1.255 0.220 -0.29
Te 14.404 15.168 9.528 -0.123 -0.957 -1.020 -0.32
Se 15.702 15.199 11.592 0.418 -0.644 0.345 -0.58
O 13.162 11.427 10.732 -1.583 -0.468 0.828 -0.57
S 11.886 10.567 10.940 2.010 -0.186 -0.188 -0.05
C 10.451 11.555 11.254 0.510 1.221 -0.785 0.66
C 10.418 12.934 10.941 -0.345 -0.577 0.457 -0.17
C 9.197 13.601 11.090 0.398 -0.233 0.575 -0.77
C 8.084 12.886 11.564 -0.108 0.503 -0.674 -0.39
C 8.155 11.527 11.807 -0.294 -0.744 -0.140 -0.59
C 9.356 10.832 11.683 0.126 -0.303 -0.007 -0.30
C 11.664 9.996 9.267 -0.116 0.156 0.131 0.85
C 11.722 10.951 8.276 0.339 0.255 -0.874 -0.41
C 11.811 10.544 6.934 -0.161 -0.021 1.118 -0.77
C 11.855 9.195 6.632 -0.805 -0.274 0.336 -0.52
C 11.622 8.260 7.648 0.267 -0.172 0.011 -0.64
C 11.603 8.640 8.987 -0.223 0.053 0.173 -0.41
H 11.343 13.443 10.658 -0.280 -0.106 -0.083 0.33
H 9.134 14.678 10.903 -0.009 -0.469 0.003 0.42
H 7.114 13.386 11.650 0.435 -0.146 0.030 0.39
H 7.242 10.959 11.981 0.180 0.226 0.364 0.35
H 9.480 9.739 11.871 -0.401 0.982 -0.115 0.35
H 11.817 11.997 8.569 -0.182 -0.141 -0.304 0.23
H 11.764 11.252 6.137 0.423 0.523 -0.272 0.44
H 11.961 8.891 5.593 -0.130 -0.098 0.226 0.43
H 11.412 7.228 7.411 0.399 -0.167 -0.139 0.39
H 11.533 7.930 9.821 -0.091 0.125 -0.528 0.42
C 18.051 7.574 11.286 1.043 0.932 0.074 -0.81
N 16.848 7.534 10.520 -0.782 -0.534 -0.437 0.39
C 16.369 6.192 10.108 -0.881 0.166 0.507 -0.92
C 16.106 8.629 10.412 -0.359 1.523 0.121 0.10
O 16.442 9.803 10.764 -0.540 -2.779 -0.209 -0.24
H 17.989 6.898 12.116 -0.040 -0.497 0.466 0.45
H 18.154 8.596 11.681 0.161 -0.393 -0.145 -0.01
H 18.922 7.326 10.670 -0.093 0.042 0.115 0.30
H 17.184 5.595 9.698 0.087 0.258 0.042 0.33
H 15.560 6.226 9.355 0.520 0.387 0.312 0.29
H 15.944 5.651 10.985 0.437 0.346 -0.427 0.33
H 15.102 8.423 9.987 0.400 0.275 -0.070 0.19
```
Positions in Å, forces in eV/Å.

Computed properties:
- relative energy (zero: lowest compared OMol25 entry of this formula, charge and spin) (kcal per mole) = 44.1
- gap between HOMO and LUMO (eV) = 5.49
- total energy (eV) = -254382.088
- net charge = 0
- M (Da) = 1267.14

=====

Entry 3:
The following is a DFT calculation (the ωB97M-V functional and the def2-TZVPD basis) of C15H52F3HfN2O20S2 as an isolated structure at a distorted geometry.

The geometry in XYZ format:
```
95
Properties=species:S:1:pos:R:3:forces:R:3:mulliken_charge:R:1
Hf -1.465 -1.397 0.402 6.548 1.512 1.666 1.29
S 1.221 -0.276 1.154 -1.341 -1.246 -0.227 1.89
O -0.030 0.312 0.500 -0.390 0.373 -0.352 0.81
O 0.623 -1.652 1.327 -0.404 -0.109 0.451 -0.48
O 2.316 -0.309 0.211 -0.013 0.199 0.215 -0.52
O 1.528 0.383 2.400 -0.321 -0.065 -0.310 0.01
C 0.226 -4.683 3.014 0.369 0.656 -0.358 0.65
F 0.687 -5.893 3.211 -0.010 -0.482 0.280 -0.20
F -0.454 -4.255 4.075 0.008 -0.031 -0.023 -0.23
F 1.254 -3.866 2.785 -0.168 -0.055 0.235 -0.17
S -0.839 -4.735 1.522 -0.110 -0.625 -0.551 1.23
O 0.033 -5.046 0.432 0.183 0.148 -0.234 -0.76
O -1.906 -5.624 1.806 -0.327 0.043 0.283 -0.61
O -1.332 -3.302 1.407 -1.393 1.750 -0.719 -1.26
C -3.217 -3.568 -6.579 -0.348 -0.691 0.438 -0.80
O -2.887 -2.695 -5.516 0.148 0.093 -0.263 -0.26
C -2.689 -1.361 -5.956 0.114 -0.361 0.287 -0.66
C -2.363 -0.564 -4.711 -1.278 0.427 -0.010 -0.58
N -0.966 -0.513 -4.329 -0.338 -0.123 1.165 -0.29
C -0.150 0.400 -5.114 0.146 -0.114 -0.999 -0.89
C 1.156 0.729 -4.454 0.053 -0.101 0.304 -0.50
O 0.902 1.460 -3.276 -0.011 -0.260 0.366 -0.10
C 2.064 1.582 -2.465 -0.334 -0.066 0.472 -0.25
H -3.244 -4.573 -6.155 0.124 0.055 -0.014 0.24
H -2.483 -3.567 -7.388 -0.029 0.242 -0.038 0.32
H -4.232 -3.380 -6.945 0.169 0.259 -0.232 0.31
H -3.593 -0.984 -6.446 0.076 0.021 -0.103 0.45
H -1.835 -1.345 -6.646 -0.190 0.189 -0.227 0.30
H -3.012 -0.968 -3.921 0.509 -0.430 0.111 0.12
H -2.788 0.447 -4.751 0.558 0.148 -0.448 0.49
H -0.560 -1.445 -4.368 -0.090 -0.011 -0.010 0.28
H -0.724 1.299 -5.341 -0.012 0.057 0.158 0.39
H 0.098 -0.075 -6.074 -0.060 0.237 -0.074 0.37
H 1.817 1.295 -5.117 -0.091 -0.018 -0.158 0.35
H 1.657 -0.224 -4.222 0.094 0.130 0.113 0.27
H 2.619 0.642 -2.451 0.318 0.252 -0.349 0.10
H 1.759 1.708 -1.423 -0.199 0.301 -0.138 -0.26
H 2.659 2.443 -2.767 0.267 -0.179 -0.070 0.39
C -1.822 2.996 -2.427 0.580 0.914 -0.553 -0.73
O -1.184 2.620 -1.226 -0.526 -0.425 0.056 -0.08
C -0.564 3.713 -0.603 0.389 0.487 0.181 -1.01
C -0.207 3.417 0.830 0.913 0.384 -0.091 -0.01
N -1.356 3.101 1.683 0.717 -1.105 -0.155 -0.38
C -0.921 2.858 3.084 -0.926 0.786 -0.791 0.07
C -2.122 2.688 3.972 0.017 -0.580 0.866 -1.00
O -2.784 1.440 3.735 -0.084 -0.070 -0.172 -0.35
C -3.795 1.163 4.704 -0.003 -0.669 -0.163 -0.97
H -2.023 2.132 -3.053 -0.219 -0.239 0.314 -0.09
H -1.155 3.636 -3.026 0.013 -0.149 0.085 0.37
H -2.713 3.608 -2.242 -0.153 -0.326 0.086 0.39
H -1.183 4.623 -0.624 -0.155 -0.180 -0.255 0.49
H 0.374 3.928 -1.130 -0.061 0.235 -0.023 0.40
H 0.374 4.275 1.206 -0.352 0.134 0.016 0.56
H 0.555 2.636 0.832 -0.477 -0.398 0.260 -0.43
H -2.016 3.871 1.646 -0.006 -0.011 0.074 0.29
H -0.384 3.744 3.441 0.265 -0.253 0.129 0.48
H -0.285 1.975 3.102 0.133 0.063 0.071 -0.20
H -2.864 3.489 3.885 0.161 0.138 -0.138 0.38
H -1.767 2.663 5.010 -0.067 0.199 -0.033 0.53
H -4.097 0.124 4.558 0.015 0.056 -0.077 0.32
H -4.684 1.778 4.557 0.166 0.255 0.150 0.28
H -3.392 1.224 5.717 -0.090 0.313 -0.012 0.38
O -0.071 -2.650 -0.920 -1.164 0.380 -0.734 -0.23
H -0.024 -3.618 -1.020 0.027 -0.025 0.681 0.25
H 0.715 -2.277 -1.419 -0.203 -0.152 -0.035 0.40
O -1.194 -0.281 -1.631 -0.627 -0.550 0.630 -0.79
H -1.217 -0.344 -2.651 0.524 -0.222 -0.068 0.60
H -0.623 0.490 -1.424 -0.359 0.081 -0.059 -0.15
O 4.244 1.550 0.424 -0.226 0.109 -0.076 -0.80
H 4.209 1.974 1.294 0.006 -0.042 -0.021 0.37
H 3.480 0.949 0.391 0.381 0.346 0.257 0.36
O 5.560 -0.317 -1.356 -0.296 -0.206 -0.215 -0.69
H 4.883 0.126 -0.827 0.417 0.152 0.121 0.31
H 6.383 0.057 -1.030 -0.028 0.024 0.009 0.28
O -1.535 -0.668 2.642 -0.761 -0.434 -0.410 -0.23
H -2.137 0.052 2.962 0.264 0.239 -0.052 0.50
H -0.948 -0.879 3.382 0.173 -0.367 -0.300 0.23
O -2.413 0.748 0.685 -0.630 -0.986 -0.030 -0.58
H -3.299 1.108 0.562 0.016 -0.042 -0.093 0.25
H -1.848 1.535 1.032 -0.330 0.085 -0.113 0.15
O 2.176 -1.824 -1.911 -0.265 0.284 0.037 -0.80
H 2.921 -1.666 -2.499 0.006 -0.216 -0.003 0.39
H 2.257 -1.176 -1.175 0.379 -0.288 -0.173 0.21
O 3.042 2.601 3.025 -0.147 0.093 -0.096 -0.73
H 2.418 1.911 2.749 0.244 0.161 0.179 0.31
H 3.211 2.425 3.958 0.092 -0.059 -0.050 0.31
C 3.365 -1.962 6.356 0.550 -0.233 0.771 -1.45
C 3.074 -1.563 4.946 -0.904 -0.336 -0.509 0.43
O 2.715 -0.188 4.897 0.192 0.235 0.113 -0.60
H 2.533 -1.718 7.018 -0.073 0.036 -0.117 0.33
H 4.258 -1.500 6.784 -0.034 0.195 -0.221 0.35
H 3.536 -3.039 6.428 -0.097 0.001 -0.132 0.38
H 2.209 -2.166 4.625 0.049 0.072 -0.079 -0.12
H 3.870 -1.816 4.238 0.240 0.227 0.217 0.28
H 2.416 0.027 4.006 0.111 -0.242 0.108 0.32
```
Positions in Å, forces in eV/Å.

Computed properties:
- relative energy (zero: lowest compared OMol25 entry of this formula, charge and spin) (kcal per mole) = 0.0
- gap between HOMO and LUMO (eV) = 6.71
- total energy (eV) = -91455.812
- net charge = +1
- M (Da) = 880.19

=====

Entry 4:
The following is a DFT calculation (the ωB97M-V functional and the def2-TZVPD basis) of a single C5H5N3 molecule at a distorted geometry.

The geometry in XYZ format:
```
13
Properties=species:S:1:pos:R:3:forces:R:3:mulliken_charge:R:1
H 0.812 0.967 2.350 1.189 2.307 2.097 0.22
N 0.617 0.243 1.752 -1.865 1.177 -4.856 -0.58
C 0.401 0.787 0.527 1.222 -5.903 2.580 0.46
C 0.830 2.045 0.120 2.939 9.531 0.130 0.24
N 1.252 3.204 0.094 -2.790 -7.589 -0.210 -0.41
N 0.097 -0.221 -0.472 -2.990 7.521 -2.934 -0.40
C -0.400 -1.295 0.171 3.619 -3.547 3.265 -0.11
C -0.856 -2.260 -0.754 -7.357 -0.348 -7.581 -0.19
C -1.805 -2.297 -1.734 5.453 -2.779 4.812 -0.43
H -0.801 0.175 -1.035 2.929 -0.569 0.726 0.34
H 0.711 -1.485 0.675 -3.354 -1.341 -0.009 0.27
H -1.224 -1.057 0.835 0.302 -0.256 0.893 0.31
H -2.285 -3.072 -2.430 0.704 1.795 1.086 0.28
```
Positions in Å, forces in eV/Å.

Computed properties:
- relative energy (zero: lowest compared OMol25 entry of this formula, charge and spin) (kcal per mole) = 143.2
- gap between HOMO and LUMO (eV) = 9.20
- total energy (eV) = -9729.279
- net charge = 0
- M (Da) = 107.12